Computed, not measured: 2 unconnected molecules or ions with the total composition C2H5NOS at a distorted geometry, with ωB97M-V/def2-TZVPD.

Positions of all 10 atoms, in Å:
C (-2.08241, 0.69634, -0.09305)
S (3.33052, 0.75883, 0.10534)
H (2.55635, -1.80103, 0.44711)
H (-2.45574, 0.65975, 0.94206)
H (-2.86400, 0.64097, -0.82255)
C (-0.90888, -0.04710, -0.01871)
O (2.56511, -1.02638, -0.20655)
N (-0.05570, -0.81062, -0.04155)
H (1.63120, -0.82652, -0.24183)
H (-1.71646, 1.75576, -0.07027)

As for the charge: 0. Its gap between HOMO and LUMO is 0.2921 Eh. For the highest occupied orbital energy, the calculation gives -7.79 eV.

=====

Computed, not measured: 2 unconnected molecules or ions with the total composition C14H19NO4 at a distorted geometry, with ωB97M-V/def2-TZVPD.

Positions of all 38 atoms, in Å:
H (0.11944, -0.67030, 2.22785)
H (0.90635, 2.98570, -1.57366)
C (-0.87374, 1.06394, -1.42597)
C (-2.73415, -1.29403, 3.53185)
H (5.13891, -1.29502, -1.18349)
C (-1.48687, -0.39864, 3.67216)
N (-1.78648, -0.92592, 1.41234)
H (-3.63109, -0.76004, 3.86029)
C (5.35541, -0.71182, -2.08892)
H (3.38752, 2.75409, -1.89658)
H (-0.73004, -0.89648, 4.28687)
H (-2.62937, -2.20995, 4.12127)
C (1.10364, -0.39273, -1.89420)
H (6.40895, -0.43263, -2.10980)
O (4.67089, 0.55811, -2.07312)
C (2.47143, -0.53632, -2.07083)
C (3.31367, 0.60338, -2.02446)
C (-2.84407, -1.64337, 2.03021)
H (-1.28201, 2.06988, -1.52170)
H (-3.60768, -0.64206, -1.47840)
H (0.44447, -1.25571, -1.95932)
O (-1.67471, 0.03025, -1.62783)
C (0.54347, 0.87442, -1.64295)
C (2.72870, 1.88922, -1.88385)
C (1.37561, 2.01327, -1.69325)
H (-1.66324, -0.95095, 0.41409)
H (2.89809, -1.52940, -2.22469)
H (-3.82139, -1.34004, 1.62020)
C (-0.90113, -0.23943, 2.23385)
H (-1.74252, 0.56453, 4.12564)
H (-2.74239, -2.72744, 1.86661)
C (-0.70115, 1.21858, 1.70421)
H (-3.40093, 0.81301, -2.51019)
O (-1.09577, 1.44952, 0.51371)
H (-3.30085, 0.95899, -0.71885)
H (5.10260, -1.28904, -2.98796)
C (-3.09403, 0.31524, -1.58306)
O (-0.22553, 1.97917, 2.55194)

As for the charge: 0. Its gap between HOMO and LUMO is 0.2391 Eh. For the highest occupied orbital energy, the calculation gives -7.00 eV.

=====

Calculated energy above the lowest of the compared OMol25 structures with the same formula, charge and spin (kJ/mol), listed in the same order as above: 349.71; 408.08